Entry from the Open Molecules 2025 dataset: 2 unconnected molecules or ions with the total composition C7H11N2O2 at a distorted geometry (wB97M-V/def2-TZVPD).

```
22
Properties=species:S:1:pos:R:3:nbo_charge:R:1
C 0.067 -1.258 1.306 0.00
C 1.438 -1.246 1.429 0.56
C 0.892 0.168 -0.162 0.27
C -1.178 -2.000 1.736 -0.42
C -2.310 -1.169 1.081 -0.44
C -1.688 -0.071 0.211 -0.20
C 1.798 2.299 -1.081 0.08
N -0.221 -0.286 0.392 -0.36
N 2.802 2.046 -1.858 -0.65
O 1.953 -0.378 0.517 -0.45
O 2.228 -1.918 2.255 -0.64
H -1.118 -3.072 1.434 0.25
H -1.168 -1.990 2.923 0.25
H -3.041 -1.844 0.542 0.25
H -2.899 -0.733 1.890 0.24
H -1.854 -0.223 -0.933 0.23
H -1.984 0.927 0.422 0.23
H 0.984 2.443 -1.682 0.23
H 2.230 2.512 -0.102 0.25
H 3.704 1.892 -1.482 0.41
H 2.720 1.773 -2.845 0.42
H 3.181 -1.857 1.989 0.51
```

spin multiplicity: 1
energy above the lowest of the compared OMol25 structures with the same formula, charge and spin: 50.2 kcal per mole
net charge: +1
E_LUMO: -0.133 Ha